Entry 1:
{
  "formula": "C7H9N5",
  "method": "wB97M-V/def2-TZVPD",
  "energy_ha": -545.19370,
  "homo_lumo_gap_ev": 8.287,
  "charge": 2,
  "species": ["C", "C", "C", "C", "C", "C", "C", "N", "N", "N", "N", "N", "H", "H", "H", "H", "H", "H", "H", "H", "H"],
  "coordinates": [[-0.187, -1.311, 3.093], [0.544, -0.256, 2.784], [-0.893, -2.143, 2.120], [0.947, 0.062, 1.363], [-0.671, -1.801, 0.803], [0.222, -0.744, 0.380], [0.166, 2.544, -2.964], [-1.113, -2.431, -0.379], [-0.436, -1.835, -1.273], [0.379, -0.756, -0.912], [-0.952, 3.111, -3.093], [1.248, 2.067, -2.979], [-0.436, -1.465, 4.203], [0.977, 0.224, 3.646], [-1.643, -2.868, 2.319], [0.830, 1.108, 1.173], [-0.459, -2.180, -2.230], [-1.438, 3.650, -2.364], [-1.233, 3.233, -4.067], [1.957, -0.133, 1.304], [2.191, 1.926, -2.927]],
  "mulliken_charge": [-0.27, -0.51, -0.24, -0.44, 0.61, 0.31, 0.44, -0.46, 0.28, -0.53, -0.32, -0.04, 0.32, 0.41, 0.47, 0.38, 0.26, 0.30, 0.30, 0.40, 0.32]
}

Entry 2:
{
  "formula": "C5H9NO2",
  "method": "wB97M-V/def2-TZVPD",
  "energy_ha": -401.02309,
  "homo_lumo_gap_ev": 9.301,
  "smiles": "C[C@H](C=C=O)N(C)O",
  "charge": 0,
  "species": ["C", "C", "C", "C", "O", "N", "C", "O", "H", "H", "H", "H", "H", "H", "H", "H", "H"],
  "coordinates": [[-1.388, -0.843, -0.409], [-0.182, -0.788, 0.519], [-0.373, -0.088, 1.817], [-0.227, 1.224, 1.804], [-0.343, 2.379, 2.021], [1.020, 0.011, -0.087], [0.865, 1.100, -1.049], [1.867, -0.987, -0.723], [-1.701, 0.145, -0.759], [-2.250, -1.265, 0.121], [-1.176, -1.477, -1.277], [0.109, -1.821, 0.755], [-0.172, -0.624, 2.736], [1.839, 1.573, -1.214], [0.214, 1.893, -0.677], [0.471, 0.766, -2.013], [1.425, -1.197, -1.564]],
  "mulliken_charge": [-1.20, 0.47, -1.01, 0.83, -0.43, -0.11, -0.97, -0.46, 0.28, 0.37, 0.35, 0.29, 0.27, 0.28, 0.33, 0.39, 0.33]
}

Entry 3:
{
  "formula": "C2H3NO",
  "method": "wB97M-V/def2-TZVPD",
  "energy_ha": -207.76707,
  "homo_lumo_gap_ev": [8.094, 8.095],
  "charge": 0,
  "species": ["C", "C", "N", "O", "H", "H", "H"],
  "coordinates": [[-0.681, 0.391, 0.529], [1.231, 0.917, 0.402], [0.391, -0.175, 0.101], [-1.949, 0.187, 0.304], [-2.298, -0.464, -0.250], [1.729, 0.941, -0.549], [0.616, -1.051, -0.373]],
  "mulliken_charge": [-0.04, -0.34, 0.01, -0.32, 0.27, 0.16, 0.25]
}

Entry 4:
{
  "formula": "C12H10N2",
  "method": "wB97M-V/def2-TZVPD",
  "energy_ha": -572.69484,
  "homo_lumo_gap_ev": 5.973,
  "smiles": "N=C1C=CC(=C2C=CC(=N)C=C2)C=C1",
  "charge": 0,
  "species": ["N", "C", "C", "C", "C", "C", "C", "C", "C", "N", "C", "C", "C", "C", "H", "H", "H", "H", "H", "H", "H", "H", "H", "H"],
  "coordinates": [[0.805, 2.891, -3.860], [0.622, 2.119, -2.845], [1.521, 1.036, -2.547], [1.322, 0.278, -1.423], [0.201, 0.472, -0.472], [0.012, -0.351, 0.646], [-1.047, -0.051, 1.616], [-1.448, -0.992, 2.563], [-0.792, -2.242, 2.659], [-1.295, -3.161, 3.449], [0.447, -2.447, 1.934], [0.841, -1.569, 0.944], [-0.670, 1.605, -0.771], [-0.489, 2.345, -1.959], [0.109, 3.592, -4.041], [2.344, 0.901, -3.196], [2.059, -0.481, -1.213], [-1.552, 0.886, 1.624], [-2.257, -0.718, 3.207], [-0.821, -4.059, 3.555], [1.040, -3.347, 2.109], [1.772, -1.719, 0.384], [-1.533, 1.883, -0.189], [-1.190, 3.128, -2.173]],
  "mulliken_charge": [-0.75, 0.63, -0.74, -0.46, 1.05, 0.89, -0.55, -0.47, 0.56, -0.74, -0.41, -0.71, -0.74, -0.49, 0.20, 0.46, 0.24, 0.33, 0.42, 0.22, 0.29, 0.26, 0.23, 0.28]
}

Entry 5:
{
  "formula": "C18H24F12N3OP2SSiTc",
  "method": "wB97M-V/def2-TZVPD",
  "energy_ha": -3588.74181,
  "homo_lumo_gap_ev": [5.992, 4.070],
  "charge": 3,
  "multiplicity": 2,
  "species": ["Tc", "C", "Si", "C", "C", "N", "C", "C", "C", "C", "C", "C", "O", "C", "C", "C", "C", "C", "C", "H", "H", "H", "H", "H", "H", "H", "H", "H", "H", "H", "H", "H", "H", "H", "H", "H", "H", "N", "H", "H", "H", "F", "P", "F", "F", "F", "F", "F", "S", "C", "C", "N", "C", "H", "H", "H", "F", "P", "F", "F", "F", "F", "F"],
  "coordinates": [[-0.603, -0.822, 0.010], [3.529, -2.013, 1.781], [2.743, -2.033, 0.107], [2.030, -3.731, -0.120], [3.652, -1.648, -1.458], [1.435, -0.616, 0.192], [1.889, 0.630, 0.323], [3.273, 1.005, 0.451], [3.641, 2.314, 0.585], [2.666, 3.317, 0.613], [1.306, 3.027, 0.493], [0.955, 1.715, 0.350], [-0.364, 1.288, 0.260], [-1.386, 2.213, 0.104], [-1.445, 2.927, -1.132], [-2.448, 3.835, -1.287], [-3.374, 4.031, -0.226], [-3.271, 3.291, 1.008], [-2.284, 2.356, 1.165], [4.082, -2.947, 1.897], [2.747, -1.985, 2.543], [4.219, -1.197, 1.986], [2.927, -4.358, -0.080], [1.586, -3.925, -1.100], [1.380, -4.085, 0.683], [4.357, -2.462, -1.647], [4.216, -0.718, -1.484], [2.937, -1.628, -2.286], [4.027, 0.237, 0.451], [4.684, 2.584, 0.684], [2.970, 4.348, 0.747], [0.573, 3.821, 0.541], [-0.723, 2.722, -1.915], [-2.550, 4.397, -2.206], [-4.180, 4.746, -0.344], [-3.959, 3.506, 1.817], [-2.154, 1.791, 2.081], [-0.832, -2.880, -0.286], [-1.053, -3.357, 0.590], [-0.003, -3.338, -0.663], [-1.599, -3.061, -0.935], [-1.017, -0.974, 1.835], [-0.076, -0.396, 4.037], [0.620, -1.774, 3.744], [0.540, 0.005, 5.369], [0.981, 0.267, 3.037], [-1.357, -1.164, 4.477], [-0.998, 0.863, 3.730], [-5.030, -0.487, -1.260], [-4.886, -1.540, 0.071], [-3.591, -1.638, 0.455], [-2.720, -0.874, -0.301], [-3.372, -0.209, -1.239], [-5.744, -2.029, 0.504], [-3.226, -2.210, 1.294], [-2.878, 0.392, -1.989], [-0.450, -0.541, -1.837], [-0.393, -0.185, -4.338], [-1.735, 0.585, -3.949], [-0.366, 0.063, -5.837], [0.378, 1.074, -3.764], [-1.201, -1.518, -4.200], [0.928, -1.010, -4.135]],
  "mulliken_charge": [0.00, -0.87, -0.17, -1.38, -0.93, 0.96, 1.05, -0.61, -1.47, -0.68, -1.00, 0.83, 1.17, -0.39, 0.16, -0.82, -0.56, -0.72, -0.16, 0.44, 0.25, 0.38, 0.49, 0.40, 0.41, 0.44, 0.41, 0.28, 0.56, 0.50, 0.49, 0.60, 0.61, 0.55, 0.52, 0.57, 0.65, -0.24, 0.32, -0.07, 0.36, -0.37, 1.04, -0.29, -0.21, -0.19, -0.26, -0.30, -0.02, -0.30, -0.89, 1.05, -0.34, 0.48, 0.38, 0.31, -0.23, 1.09, -0.31, -0.16, -0.27, -0.26, -0.27]
}

Entry 6:
{
  "formula": "C2H3NO3",
  "method": "wB97M-V/def2-TZVPD",
  "energy_ha": -358.39399,
  "homo_lumo_gap_ev": 10.637,
  "charge": 0,
  "species": ["C", "C", "N", "O", "O", "O", "H", "H", "H"],
  "coordinates": [[1.274, 0.052, -0.003], [-0.567, 0.878, -0.146], [-0.049, -0.475, 0.117], [2.437, -0.321, 0.145], [0.793, 1.356, -0.023], [-0.760, -1.584, -0.232], [-1.079, 0.994, -1.100], [-1.281, 1.296, 0.701], [-0.768, -2.195, 0.541]],
  "mulliken_charge": [0.53, -0.20, 0.10, -0.55, -0.34, -0.40, 0.27, 0.21, 0.38]
}